4 unconnected molecules or ions with the total composition C16H41ClN7O4. Source: the OMol25 dataset; level of theory: the ωB97M-V functional and the def2-TZVPD basis.

Last columns: bonded neighbours and bond lengths (Å).
Positions of all 69 atoms, in Å:
1 Cl 4.48 -1.37 -6.51  N9 1.664
2 O -6.49 1.74 1.70  C13 1.414, C20 1.415
3 O 5.34 -1.21 -3.65  N8 1.326, C26 1.480
4 O -0.06 0.12 2.72  C14 1.414, C19 1.416
5 O 3.73 -1.30 0.52  C15 1.416, C22 1.422
6 N -1.21 2.73 2.09  C28 1.463, H53 1.016, H69 1.015
7 N 7.59 0.63 -3.15  C24 1.342, H34 1.005, H36 1.006
8 N 6.02 -0.48 -4.52  O3 1.326, N9 1.371, C24 1.350
9 N 5.73 -0.48 -5.86  Cl1 1.664, N8 1.371, C21 1.336
10 N 7.43 0.86 -5.54  C21 1.317, C24 1.339
11 N -7.60 4.34 0.97  C27 1.462, H39 1.016, H65 1.015
12 N 3.32 -3.93 -0.63  C25 1.465, H56 1.016, H64 1.016
13 C -7.26 0.93 2.56  O2 1.414, H40 1.090, H50 1.095, H60 1.092
14 C -0.61 0.39 1.45  O4 1.414, C28 1.533, H32 1.100, H41 1.095
15 C 4.69 -2.33 0.69  O5 1.416, C25 1.532, H49 1.096, H68 1.097
16 C 3.36 -4.24 1.79  C25 1.523, H42 1.091, H45 1.091, H55 1.089
17 C 2.89 -1.19 -3.33  C26 1.522, H35 1.089, H52 1.089, H62 1.089
18 C -9.43 2.74 0.95  C27 1.525, H47 1.090, H63 1.091, H66 1.089
19 C -0.83 -0.74 3.55  O4 1.416, H43 1.089, H51 1.092, H67 1.095
20 C -7.04 1.97 0.42  O2 1.415, C27 1.533, H29 1.099, H57 1.094
21 C 6.63 0.32 -6.44  N9 1.336, N10 1.317, H30 1.079
22 C 2.97 -0.99 1.69  O5 1.422, H31 1.093, H48 1.091, H58 1.088
23 C -3.02 1.10 1.99  C28 1.524, H44 1.092, H46 1.088, H61 1.091
24 C 7.05 0.37 -4.35  N7 1.342, N8 1.350, N10 1.339
25 C 4.14 -3.75 0.57  N12 1.465, C15 1.532, C16 1.523, H59 1.095
26 C 4.21 -0.51 -3.00  O3 1.480, C17 1.522, H37 1.092, H38 1.090
27 C -8.07 3.10 0.35  N11 1.462, C18 1.525, C20 1.533, H33 1.095
28 C -1.66 1.51 1.42  N6 1.463, C14 1.533, C23 1.524, H54 1.096
29 H -7.47 1.04 0.02  C20 1.099
30 H 6.65 0.49 -7.51  C21 1.079
31 H 3.59 -1.09 2.59  C22 1.093
32 H -1.02 -0.53 1.01  C14 1.100
33 H -8.22 3.31 -0.71  C27 1.095
34 H 7.01 0.87 -2.36  N7 1.005
35 H 2.30 -0.57 -4.02  C17 1.089
36 H 8.59 0.68 -3.05  N7 1.006
37 H 4.23 0.53 -3.34  C26 1.092
38 H 4.42 -0.52 -1.93  C26 1.090
39 H -7.30 4.14 1.92  N11 1.016
40 H -6.57 0.46 3.26  C13 1.090
41 H 0.23 0.71 0.83  C14 1.095
42 H 2.36 -3.80 1.81  C16 1.091
43 H -0.15 -1.23 4.23  C19 1.089
44 H -3.32 0.12 1.63  C23 1.092
45 H 3.87 -3.98 2.72  C16 1.091
46 H -3.79 1.81 1.69  C23 1.088
47 H -9.40 2.76 2.04  C18 1.090
48 H 2.09 -1.61 1.78  C22 1.091
49 H 5.41 -2.18 -0.12  C15 1.096
50 H -7.79 0.15 2.01  C13 1.095
51 H -1.58 -0.19 4.13  C19 1.092
52 H 3.05 -2.17 -3.77  C17 1.089
53 H -0.93 2.50 3.03  N6 1.016
54 H -1.81 1.76 0.36  C28 1.096
55 H 3.24 -5.32 1.74  C16 1.089
56 H 3.88 -3.69 -1.44  N12 1.016
57 H -6.20 2.24 -0.22  C20 1.094
58 H 2.65 0.05 1.60  C22 1.088
59 H 5.01 -4.40 0.46  C25 1.095
60 H -7.98 1.52 3.14  C13 1.092
61 H -3.00 1.08 3.08  C23 1.091
62 H 2.31 -1.30 -2.42  C17 1.089
63 H -9.75 1.75 0.63  C18 1.091
64 H 2.58 -3.23 -0.60  N12 1.016
65 H -6.76 4.67 0.49  N11 1.015
66 H -10.18 3.46 0.63  C18 1.089
67 H -1.35 -1.50 2.95  C19 1.095
68 H 5.23 -2.20 1.64  C15 1.097
69 H -0.38 3.09 1.63  N6 1.015

Values from the calculation:
energy = -48388.2865 eV
charge = +1
orbital gap = 6.607 eV

Here are the natural (NBO) charges for atoms 1 to 4, given in e: 0.3217 -0.5532 -0.3007 -0.5578